Below is a molecular structure, C30H71N9O12SZn at a distorted geometry, with properties calculated with ωB97M-V/def2-TZVPD.

Computed properties:
Calculated total energy in eV: -129498.1977
Spin multiplicity: 1
ΔE to the lowest compared entry with this formula, charge and spin in kcal per mole: 118.7
Charge: 0
HOMO-LUMO gap in eV: 7.86

Geometry as XYZ:
```
124
Properties=species:S:1:pos:R:3:forces:R:3
Zn 0.22772 -0.65916 -1.72112 1.279 1.292 -1.968
S -0.56696 -2.18002 0.13394 -3.747 0.307 0.130
O -1.98404 -2.46126 0.46304 1.217 0.593 0.121
O -0.35327 -2.42830 -1.30289 0.034 -3.334 -1.701
O -0.23246 -0.72874 0.10905 -0.181 1.313 3.379
O 0.30641 -2.90948 1.02687 1.318 -0.895 0.375
C -3.25472 4.76069 4.46754 0.387 0.555 -0.718
C -2.05397 3.88779 3.99242 -1.406 2.709 0.342
N -2.22537 2.56552 4.41646 -0.603 -1.137 1.853
C -2.23293 2.43734 5.90962 -1.106 0.288 -0.551
C -2.70016 1.03709 6.43523 2.185 0.531 0.264
C -1.25506 1.70936 3.78508 -0.798 -0.484 -1.127
C -1.71037 1.53377 2.28281 0.239 -0.142 1.374
H -4.13260 4.23876 4.08673 -0.281 0.131 0.518
H -3.24983 5.74998 4.00995 0.207 -0.020 -0.630
H -3.32510 5.07925 5.50757 0.037 -0.902 0.249
H -2.07053 4.02412 2.91110 -0.004 -0.600 -0.141
H -1.11431 4.35566 4.28604 0.622 0.034 0.469
H -1.28878 2.82468 6.29257 0.795 -0.812 0.199
H -2.88047 3.16906 6.39269 -0.545 0.101 -0.739
H -3.40041 1.05623 7.27033 -0.426 0.287 -0.510
H -2.94356 0.31053 5.66000 -0.335 0.326 0.016
H -1.78824 0.67728 6.91172 0.032 -0.664 0.036
H -1.20454 0.76240 4.32250 -0.061 -0.098 -0.254
H -0.26211 2.15249 3.86104 0.469 0.010 -0.133
H -1.41917 0.55634 1.89819 0.432 0.365 -0.419
H -1.38002 2.40749 1.72103 0.336 -0.454 -0.403
H -2.79911 1.56943 2.24444 -0.124 -0.059 0.261
C 0.41604 3.43211 -2.19541 -0.225 1.399 0.083
C 1.44502 2.39746 -2.36620 -0.522 -2.227 1.068
O 1.08840 1.20842 -2.31700 1.448 1.200 -0.550
N 2.73631 2.81867 -2.44725 -2.923 -0.003 -0.369
C 3.85800 1.97424 -2.59877 1.797 -0.099 0.784
H 0.29330 3.96763 -3.13682 -0.113 0.203 0.032
H 0.77876 4.12904 -1.43988 -0.142 0.461 -0.235
H -0.55256 3.06821 -1.85263 0.305 -0.391 -0.216
H 2.80965 3.79055 -2.18236 0.662 -0.077 -0.265
H 3.74131 0.89746 -2.72137 -1.183 0.348 -0.423
H 4.37490 2.00801 -1.63972 0.695 0.129 -0.075
H 4.48906 2.36910 -3.39498 0.234 -0.172 0.085
C 0.98315 -5.72996 -2.48018 -0.686 1.138 0.700
C 2.13730 -6.51135 -1.91066 -0.200 -1.118 -1.383
O 2.97533 -6.95905 -2.68242 0.545 0.128 0.757
N 2.08711 -6.76889 -0.57449 0.182 -0.518 0.771
C 3.03787 -7.68228 0.15819 -0.071 1.257 -1.874
H 1.27920 -4.71391 -2.74113 0.359 0.075 0.331
H 0.21150 -5.59447 -1.72235 -0.241 0.065 -0.145
H 0.52461 -6.08340 -3.40371 0.362 -0.729 0.222
H 1.19882 -6.54032 -0.15163 0.283 -0.062 0.219
H 2.92030 -7.57794 1.23681 -0.120 -0.174 -0.285
H 4.02588 -7.35823 -0.16882 0.184 0.219 0.435
H 3.02030 -8.69549 -0.24329 -0.624 -0.170 0.415
C 2.07898 -0.51182 2.27538 0.308 -0.746 0.304
C 1.46801 -0.84149 3.64348 -0.230 2.378 1.189
O 1.70040 -0.10817 4.63237 0.139 -1.314 -1.153
N 0.57305 -1.83598 3.66544 0.262 0.145 0.162
C 0.03471 -2.44957 4.88322 0.227 -0.677 -1.236
H 3.15469 -0.41150 2.41999 0.044 0.288 0.131
H 1.67240 0.40292 1.84405 -0.080 -0.077 0.178
H 1.94708 -1.32715 1.56410 -0.265 0.294 0.113
H 0.34139 -2.15475 2.73549 -0.301 -0.802 0.083
H -0.53664 -1.78629 5.53261 0.304 0.077 -0.063
H 0.83999 -2.98964 5.38116 0.083 0.513 0.527
H -0.59254 -3.26949 4.53336 -0.404 0.223 0.029
C 0.67929 -2.88427 -5.14506 2.048 -0.129 -0.963
C 1.19786 -1.46452 -4.81368 -1.834 -0.582 -0.152
O 0.76678 -0.99091 -3.76754 0.698 0.539 -0.717
N 1.83817 -0.75790 -5.78796 -0.180 0.174 0.842
C 2.16158 0.70955 -5.79300 -0.556 -1.622 -0.120
H -0.37318 -2.83849 -5.42489 0.079 -0.127 0.478
H 0.98105 -3.63670 -4.41645 -0.880 0.613 0.814
H 1.23587 -3.35260 -5.95684 -0.127 0.465 -0.839
H 2.05045 -1.25509 -6.64110 -0.034 0.047 0.225
H 1.69265 1.25989 -4.97732 0.112 -0.512 0.222
H 1.69754 1.06344 -6.71362 0.564 0.374 -0.085
H 3.24964 0.76366 -5.75721 -0.155 0.588 -0.177
C 4.51840 -1.36825 -1.41848 0.923 0.889 -0.596
C 3.15924 -1.82877 -0.98328 -0.516 1.703 -1.126
O 2.17527 -1.20078 -1.41355 1.249 0.391 -0.164
N 2.99050 -2.81206 -0.17380 0.738 -1.462 0.616
C 4.01762 -3.67180 0.35081 -0.994 -0.862 0.690
H 5.46093 -1.73407 -1.01115 -0.457 -0.722 0.157
H 4.61043 -0.29924 -1.22649 -0.471 0.058 0.240
H 4.57185 -1.40937 -2.50639 -0.016 -0.316 -0.077
H 2.06961 -2.91306 0.22851 -0.751 -0.245 -0.022
H 3.62460 -4.68758 0.30832 0.063 -0.175 -0.172
H 4.02294 -3.44879 1.41773 1.138 -0.018 0.096
H 4.94957 -3.68459 -0.21437 -0.100 0.470 0.431
C 1.74386 7.43277 1.86807 -1.225 -0.645 0.440
C 1.46170 6.09608 1.08421 0.510 1.629 -0.167
O 1.36834 6.17260 -0.14031 -0.070 -0.578 0.462
N 1.31330 4.94348 1.77270 -0.098 0.781 1.149
C 1.21868 3.64525 1.09314 1.238 2.153 -0.160
H 0.80676 7.80678 2.28043 -0.707 -0.070 -0.600
H 2.09281 8.22619 1.20714 0.321 -0.452 0.045
H 2.22754 7.40680 2.84454 1.023 -0.542 -0.388
H 1.62207 4.98341 2.73352 -0.282 -0.190 -0.071
H 0.26797 3.61403 0.56091 0.011 -0.812 0.508
H 1.55615 2.88938 1.80229 -0.726 -0.276 -0.378
H 1.99620 3.85367 0.35823 0.061 -1.218 -0.627
C -5.67353 -0.80455 0.94562 0.853 -0.960 -0.094
C -5.63928 -1.34853 -0.50674 -2.275 2.759 0.004
O -6.63896 -1.03317 -1.18178 1.212 -1.191 -0.035
N -4.49422 -1.86514 -0.95381 -0.538 -0.170 0.452
C -4.21321 -2.14439 -2.33658 0.746 0.031 -1.028
H -6.38362 -1.36820 1.55073 -0.168 0.089 -0.185
H -5.94395 0.25137 0.94675 -0.142 -0.175 -0.240
H -4.71030 -0.90541 1.44574 0.162 -0.005 0.057
H -3.78461 -1.82048 -0.23647 0.957 -0.678 -0.507
H -5.00034 -2.58277 -2.95005 -0.519 -0.075 0.786
H -3.34833 -2.79183 -2.48112 0.039 -0.115 0.646
H -3.94395 -1.24966 -2.89789 -0.043 0.439 0.134
C -3.14561 1.70130 -1.07261 -0.817 -1.017 -0.298
C -2.44529 1.00699 -2.22500 0.714 0.885 1.152
O -1.45151 0.35208 -2.02808 0.972 -1.101 0.476
N -2.82416 1.14465 -3.47316 -1.520 0.817 -1.089
C -2.29953 0.48663 -4.65024 -0.750 0.779 -1.061
H -4.18493 1.78191 -1.39108 -0.129 0.811 0.393
H -2.67069 2.58404 -0.64444 -0.071 0.316 -0.796
H -3.15011 1.03983 -0.20626 0.115 -0.452 -0.242
H -3.62302 1.70496 -3.73389 -0.045 0.004 0.642
H -3.22386 0.23364 -5.16959 0.257 -0.902 -0.305
H -1.58594 -0.33497 -4.58799 -0.311 0.207 0.706
H -1.91225 1.27258 -5.29862 0.642 -0.045 -0.018
```
Positions in Å, forces in eV/Å.

Atomic partial charges in e from the Löwdin method, atoms 1 to 8: Zn 0.566; S 0.304; O -0.341; O -0.366; O -0.382; O -0.348; C -0.085; C -0.301